[1]
Molecular formula: C19H16F6N2O4
Method: DFT, wB97M-V/def2-TZVPD

2S+1: 1
Net charge: 0
Lowest unoccupied orbital energy (eV): -0.40
DFT total energy (hartree): -1742.67383

Geometry (Å):
F 2.0080 -1.5005 -3.9154
H -4.5363 2.0896 2.0164
H 5.1622 -5.6299 2.4017
H 3.3222 -4.8929 1.1812
C -4.0897 3.4052 0.2493
C 0.9762 -0.7886 -4.5968
C 1.7612 -3.6555 1.6170
H 0.2920 1.0964 -4.5594
C 1.5725 -0.6168 4.0937
C 1.0981 -2.8155 2.4811
O -3.3060 0.9150 0.7229
C 0.2091 1.1537 -0.6142
H 5.5607 -4.4682 0.9758
C 2.0080 -1.9708 3.2574
F -4.5934 4.4338 0.7004
H 0.2715 -2.4279 2.2253
H 1.8463 1.0474 -4.3454
F 1.1465 -0.7418 -5.7360
H 1.2054 0.8340 -0.1791
C -0.5519 1.1182 1.9282
H -3.2688 0.9627 -1.7611
H 1.9063 -0.6740 5.0850
N 0.7751 0.1762 3.4545
C 1.0887 0.7138 -3.9237
F -3.0549 3.8547 -0.2612
F -4.9453 2.7213 -0.5286
H 4.1602 -1.7592 3.8727
O 5.0895 -3.5269 2.5986
C -2.1513 1.0296 -0.1823
C -3.4101 2.4802 1.1770
C -0.8651 1.0584 0.4755
C -0.0440 0.8164 -1.8919
C 3.3965 -2.1282 3.4354
C -2.3500 0.7324 -1.4993
H 6.6779 -4.6371 2.3065
F -0.3113 -1.5496 -4.0158
C -1.2077 0.8979 -2.3115
H 1.0698 -4.3900 0.8218
N 0.4221 0.3570 2.3001
C 3.1026 -4.0552 1.7063
H -2.7355 2.7873 1.8173
C 3.8221 -3.3085 2.5646
C 5.6509 -4.7520 2.0235
O 1.1529 0.9256 -2.4844
H -1.5524 0.7305 -3.4211
O -1.0446 2.1189 2.7587
H 0.6861 -0.5058 1.6622

Atomic forces in eV per Å
F -1.468 0.145 -1.611
H 3.351 1.580 -1.953
H -0.194 -0.422 -0.150
H 1.458 -2.009 -1.420
C 0.584 -6.062 1.387
C -0.565 -0.227 16.265
C -2.970 -4.031 -1.966
H -0.827 1.261 1.142
C -2.515 -3.052 -6.784
C 8.587 -0.067 1.090
O 2.470 5.051 -1.366
C -1.240 -3.084 8.984
H 0.075 -1.378 -0.445
C 1.198 2.841 3.029
F -4.898 4.369 3.373
H -6.626 2.177 -1.212
H 7.577 3.013 -3.181
F 0.347 -0.755 -10.138
H -0.742 1.327 -0.870
C -4.427 8.485 2.529
H -4.458 0.093 -2.094
H -0.190 1.035 1.459
N 3.241 1.455 10.544
C -7.197 -4.821 2.337
F 6.305 2.771 -7.106
F -0.059 0.620 -0.907
H 4.432 3.404 3.508
O 3.716 -0.916 1.740
C -0.493 -2.548 4.603
C -10.692 -8.416 2.710
C 0.981 0.996 -5.396
C 7.236 2.275 3.360
C -6.884 -7.683 -7.508
C 5.148 2.171 2.081
H 0.528 -0.576 0.160
F 3.167 2.009 -2.507
C -10.805 -2.402 -7.100
H 1.883 2.523 2.278
N 1.671 -6.223 -5.870
C -4.256 2.644 1.080
H 3.965 1.385 2.560
C 0.155 2.314 1.583
C -0.295 3.125 -0.256
O 0.741 -1.447 -5.848
H 1.341 0.581 1.901
O 2.376 -5.717 -4.405
H -0.734 2.185 0.392

=====

[2]
Molecular formula: C17H34O2
Method: DFT, wB97M-V/def2-TZVPD

2S+1: 1
Net charge: 0
Lowest unoccupied orbital energy (eV): 0.94
SMILES: CCCCCCCCCCCCCC(=O)OC(C)C
DFT total energy (hartree): -818.66249

Geometry (Å):
H -0.8742 2.6869 2.3247
C -1.4201 2.0997 -2.0212
C 0.4625 1.4325 -6.1176
H -0.1600 2.7073 -3.6491
H 2.7965 -5.0196 3.9050
H 0.9615 -0.7092 3.8660
H 3.4766 -3.0868 1.6263
H -0.2509 -0.5400 -5.6827
C -0.0971 -1.5660 2.2044
H -0.6399 1.4138 1.1234
H -0.0270 2.7984 -0.5391
C -0.9120 0.3192 3.7221
C -1.3777 1.8953 1.7643
H -3.2396 2.9404 1.5460
C 1.1615 -2.1974 1.6587
C -0.3929 1.7888 -3.1075
H -1.4064 -0.3940 4.3865
H -2.3471 2.4440 -2.4872
O 1.7198 -1.8529 0.6490
H -1.6427 1.1816 -1.4750
H -2.4001 0.0483 2.1803
H 1.8503 -5.6755 1.6120
H -2.7469 1.3387 3.3212
H -2.8169 4.0346 -0.5695
C 0.2926 -0.3641 3.0737
H 0.8447 0.3518 2.4635
C -1.9484 0.8690 2.7406
H 3.6304 -3.4740 4.0893
H -0.6414 -2.2969 2.8019
C 0.1349 0.3196 -5.1288
H 4.4074 -4.7944 3.2051
C -1.9626 3.6140 -0.0326
H -0.6109 4.0461 -1.6308
C -0.9149 3.1682 -1.0544
C 3.4587 -4.3098 3.4160
O 1.6010 -3.1606 2.4689
H 1.1378 1.0666 -6.8880
C 2.5364 -4.9667 1.1539
H 1.0494 0.0023 -4.6229
H -1.7962 1.1014 -4.5875
H 3.4597 -5.4784 0.8980
H 2.0875 -4.5772 0.2433
H -1.5327 4.4129 0.5773
H 0.9424 2.2700 -5.6183
C 2.8283 -3.8231 2.1194
H -2.9516 1.7262 0.3070
C -0.9016 0.7288 -4.0820
C -2.4726 2.5104 0.8958
H -0.4444 1.7919 -6.5999
H -0.7074 -1.2384 1.3641
H -1.1901 -0.1586 -3.5128
H -0.5416 1.1417 4.3388
H 0.5283 1.4334 -2.6397

Atomic forces in eV per Å
H 0.130 0.045 0.006
C 0.447 0.227 0.015
C 0.049 -0.208 0.130
H 0.091 0.065 0.009
H -0.039 -0.113 0.084
H 0.063 0.034 -0.036
H -0.138 -0.152 0.125
H 0.079 -0.055 0.024
C 0.269 0.111 -0.002
H 0.171 0.013 -0.030
H 0.117 0.018 -0.011
C -0.007 -0.049 -0.159
C -0.486 -0.166 -0.018
H -0.063 -0.070 0.002
C -0.438 0.232 -0.171
C -0.439 -0.198 -0.019
H 0.029 0.009 0.106
H -0.108 -0.037 0.002
O 0.089 0.026 -0.104
H -0.105 -0.085 0.010
H -0.111 -0.029 -0.032
H -0.044 -0.102 0.054
H -0.076 -0.039 -0.046
H 0.003 0.102 -0.007
C -0.197 -0.026 0.107
H 0.080 -0.005 -0.004
C 0.308 0.118 0.107
H 0.050 0.050 0.084
H -0.068 0.001 -0.026
C -0.232 0.092 -0.052
H 0.098 -0.064 -0.011
C 0.052 -0.137 -0.010
H 0.095 -0.007 -0.004
C -0.350 -0.013 0.013
C -0.285 0.271 -0.261
O 0.009 -0.279 0.400
H 0.063 0.055 -0.102
C -0.078 0.415 0.144
H 0.019 -0.102 0.010
H -0.099 -0.025 -0.005
H 0.096 -0.079 -0.039
H -0.011 -0.019 -0.086
H -0.067 0.079 0.021
H 0.049 0.139 -0.013
C 0.534 -0.216 -0.234
H -0.096 -0.062 0.012
C 0.385 -0.011 0.024
C 0.268 0.206 -0.003
H -0.082 0.083 -0.083
H -0.001 -0.073 -0.032
H -0.097 -0.001 0.023
H -0.035 0.001 0.087
H 0.106 0.031 0.004

=====

[3]
Molecular formula: C3H11NP2Si
Method: DFT, wB97M-V/def2-TZVPD

2S+1: 1
Net charge: 0
Lowest unoccupied orbital energy (eV): -0.09
DFT total energy (hartree): -1147.76794

Geometry (Å):
C -1.3826 -1.0591 -0.9595
H -1.1303 -1.3322 -1.9516
H -0.0250 4.6106 -0.2683
C 0.3298 -2.0435 1.7809
H -1.0168 3.7137 -1.7929
P -0.4269 1.7435 1.3707
Si 0.0358 -0.8886 0.2644
P -1.2135 3.9283 -0.4943
H -2.2279 -1.7574 -0.5684
H -1.9418 -0.1747 -1.1782
H 2.3837 -1.4342 -0.6871
H 1.8764 -0.1549 -1.4243
C 1.7943 -0.6099 -0.4177
N -0.8191 2.3840 0.0452
H 2.4486 0.0352 0.1745
H -0.3810 -1.9068 2.5862
H 0.3655 -3.1641 1.3598
H 1.3310 -1.8900 2.1608

Atomic forces in eV per Å
C -1.662 -1.518 1.400
H 0.656 -0.966 -0.890
H 0.547 0.315 0.038
C -0.281 -2.118 -2.212
H 0.479 -0.126 -2.079
P 0.915 -2.689 0.586
Si 0.703 2.305 1.756
P -1.171 0.159 1.892
H 1.642 0.800 -0.617
H -0.029 1.261 0.534
H 0.645 -2.029 0.402
H -0.831 0.458 0.338
C -0.413 1.514 -1.334
N -0.440 0.516 -1.425
H -0.375 -0.098 0.422
H -0.223 -0.314 0.006
H -0.398 2.186 1.163
H 0.238 0.346 0.020

=====

[4]
Molecular formula: C5H11NO2
Method: DFT, wB97M-V/def2-TZVPD

2S+1: 1
Net charge: 0
Lowest unoccupied orbital energy (eV): 0.30
DFT total energy (hartree): -402.21554

Geometry (Å):
H -0.0921 -0.4891 0.5502
C -1.6962 0.5847 -1.2469
H -2.3085 1.4831 -1.1470
C 2.0079 -1.0771 -0.5231
N -0.0850 -2.2017 -0.9459
H -2.2472 -0.2571 -0.8359
O 0.4093 1.6601 -0.6646
H 0.5025 0.4555 2.7341
H 2.4308 -1.2638 0.4690
H -0.8117 1.6432 2.7917
C -0.1030 1.1385 2.1323
H -1.0981 -2.1403 -0.8136
C -0.4242 0.8296 -0.5109
O -0.8192 0.4093 1.1410
H 2.4117 -1.8120 -1.2215
H 2.3152 -0.0767 -0.8324
C 0.5118 -1.1873 -0.4626
H 0.5586 1.8877 1.6841
H -1.4625 0.4133 -2.2980

Atomic forces in eV per Å
H 0.476 -0.789 -1.406
C 0.107 -0.436 -0.123
H 0.137 0.010 0.062
C -0.030 -0.091 -0.251
N 0.077 0.249 -0.304
H 0.088 0.039 -0.015
O -0.575 -1.200 0.196
H -0.011 -0.003 -0.066
H -0.048 0.041 -0.051
H 0.016 -0.013 -0.067
C -0.046 0.031 -0.018
H 0.114 -0.020 0.117
C -0.123 1.488 1.255
O 0.098 0.892 -0.584
H 0.018 0.015 0.043
H -0.004 -0.007 0.055
C -0.170 -0.129 1.175
H -0.073 -0.092 -0.073
H -0.053 0.017 0.056

=====

[5]
Molecular formula: C5H8N
Method: DFT, wB97M-V/def2-TZVPD

2S+1: 1
Net charge: +1
Lowest unoccupied orbital energy (eV): -4.92
SMILES: CC1=[NH+]CC=C1
DFT total energy (hartree): -249.78334

Geometry (Å):
C -1.2529 -1.1476 0.0807
C -1.3365 -0.0214 1.0625
H 1.9818 1.8938 -0.4066
H 2.4552 0.1549 -0.2126
H 1.7019 0.6143 -1.7955
H -1.6134 -1.9632 0.7140
C 1.6901 0.8463 -0.7289
H -0.0221 1.5818 1.5432
H -2.0860 0.0536 1.7053
H -2.0642 -1.0644 -0.6721
C -0.2636 0.7479 0.9274
N -0.0410 -0.8469 -0.5771
H 0.3251 -1.1327 -1.5085
C 0.5256 0.2836 -0.1317

Atomic forces in eV per Å
C -2.745 1.778 0.247
C 2.362 -0.973 -3.244
H -0.731 -1.294 -0.715
H -0.338 1.027 -0.970
H 0.377 0.466 0.051
H 1.470 -1.236 -0.526
C 2.615 -0.186 0.961
H 0.154 0.538 0.186
H -3.079 0.411 2.793
H 0.154 0.051 0.308
C 0.172 1.095 1.386
N 2.884 0.299 -1.483
H -1.006 -0.612 1.112
C -2.289 -1.364 -0.106

=====

[6]
Molecular formula: C4H26N2O8
Method: DFT, wB97M-V/def2-TZVPD

2S+1: 1
Net charge: 0
Lowest unoccupied orbital energy (eV): 0.16
SMILES: NCCCNCO.O.O.O.O.O.O.O
DFT total energy (hartree): -879.40818

Geometry (Å):
H 3.7332 0.6269 -1.2222
H 0.0027 1.1310 1.5635
N -0.1808 2.8606 -0.7890
H -1.7578 -1.9265 -2.9921
H 2.4754 -0.9796 -0.1226
H 3.6611 -1.7704 0.2607
O 0.2572 -2.8989 -0.5599
H -1.7372 -1.0655 0.7546
H -1.0862 -2.2513 -1.6353
H -1.5587 -0.8302 3.1190
O 2.8975 0.7800 1.5216
H 1.5782 -0.8838 -1.9548
H -0.3601 0.7152 -0.4077
H 0.1415 -0.6961 2.8453
H -0.0535 -2.5950 0.3249
C -0.8927 1.5959 -0.7739
C -2.1558 1.7529 0.1163
H 3.2158 0.9930 0.6180
O 2.9041 -1.8206 -0.3399
O 1.6597 -0.1361 -2.5633
C -0.8290 -0.4441 2.4109
O -1.6340 -1.5869 -2.1017
H 0.3189 3.0978 0.0601
H 1.1601 -3.1395 -0.3142
O -3.3629 -1.6759 0.1652
N -0.7986 0.9515 2.1495
O 3.5385 1.5464 -0.9946
H -2.7445 2.6253 -0.1347
H 2.4796 1.5957 1.8131
H -1.3095 1.2897 -1.7249
H -2.7731 0.8939 -0.1904
H 0.4344 3.0205 -1.5773
H 1.6319 0.6131 -1.9578
C -1.9967 1.6171 1.6485
H -2.8577 1.0772 2.0435
H -2.0565 2.5942 2.1385
H 3.0888 1.9883 -1.7178
H -3.9726 -0.9335 0.2807
O -0.9077 -1.2698 1.2314
H -3.1429 -1.5788 -0.7846

Atomic forces in eV per Å
H -0.106 0.251 -0.794
H 0.137 0.113 0.030
N 0.495 0.310 -0.526
H 0.053 -0.012 -0.009
H -0.377 -0.241 0.183
H 0.018 -0.389 -0.086
O 0.195 -0.208 1.110
H 0.071 -0.508 0.324
H 0.153 0.291 -0.233
H -0.562 0.758 0.084
O 0.026 -0.245 -0.432
H -0.168 -0.249 -0.374
H 0.351 0.026 -0.068
H -0.003 -0.042 -0.052
H -0.385 0.243 -0.640
C -1.311 0.419 1.279
C -0.034 -1.719 -0.120
H -0.288 0.378 0.717
O 0.439 0.613 0.353
O 0.131 0.088 0.333
C 1.081 -0.971 -0.474
O -0.267 -0.176 0.202
H -0.153 -0.243 -0.026
H 0.175 -0.045 -0.654
O -0.451 0.732 -0.654
N -0.419 0.038 0.271
O 0.364 0.002 0.483
H 0.173 0.386 -0.107
H 0.044 -0.010 0.101
H 0.471 0.426 -0.565
H -0.015 0.162 0.006
H -0.099 -0.200 0.037
H -0.307 0.009 -0.109
C 0.078 0.453 0.284
H -0.053 -0.105 0.033
H 0.106 0.091 -0.219
H 0.159 -0.284 -0.253
H -0.097 -0.258 0.286
O 0.031 0.515 0.128
H 0.343 -0.404 0.152

=====

[7]
Molecular formula: O5S2
Method: DFT, wB97M-V/def2-TZVPD

2S+1: 1
Net charge: 0
Lowest unoccupied orbital energy (eV): -1.58
DFT total energy (hartree): -1172.53081

Geometry (Å):
O -0.5442 0.7406 -0.7875
S -1.0496 1.9475 -1.3364
S 0.6915 -1.3101 0.5195
O -1.4762 2.9113 -0.3890
O 0.6252 -0.6359 1.7730
O 1.9180 -1.2792 -0.2828
O -0.4089 -2.0864 0.0647

Atomic forces in eV per Å
O 0.551 -1.091 -0.059
S -0.132 0.273 -0.058
S 1.929 -0.054 -1.234
O -0.350 0.824 0.118
O 0.140 -0.189 -0.523
O -2.338 0.108 1.626
O 0.200 0.128 0.130

=====

[8]
Molecular formula: CH2S3
Method: DFT, wB97M-V/def2-TZVPD

2S+1: 3
Net charge: 0
Lowest unoccupied orbital energy (alpha / beta) (eV): 0.22 / -2.84
Expectation value of S²: 2.0168
DFT total energy (hartree): -1233.77537

Geometry (Å):
S 2.7317 -0.5289 -0.0127
H -0.6240 -0.6259 -0.8971
H -0.6330 -0.6158 0.9021
S 1.2191 0.7368 0.0189
S -2.0618 1.0465 -0.0109
C -0.6319 -0.0127 -0.0003

Atomic forces in eV per Å
S -1.518 0.308 0.004
H 0.077 -0.080 -0.002
H 0.047 -0.110 0.038
S -0.222 0.344 -0.008
S 0.856 0.156 0.011
C 0.759 -0.618 -0.044